{"formula": "C7H14NO", "method": "wB97M-V/def2-TZVPD", "symbols": ["C", "C", "C", "C", "C", "C", "C", "N", "O", "H", "H", "H", "H", "H", "H", "H", "H", "H", "H", "H", "H", "H", "H"], "positions_angstrom": [[-0.110, 1.282, 1.166], [-1.819, -0.340, 0.007], [-0.865, 0.827, -0.008], [0.700, 0.637, 0.034], [1.237, -0.680, 0.166], [1.464, 1.559, -0.900], [0.829, -1.688, 1.158], [-1.572, -1.217, -1.128], [2.184, -1.085, -0.612], [0.060, 2.338, 1.312], [-0.210, 0.731, 2.089], [-1.715, -0.924, 0.923], [-2.833, 0.093, 0.011], [-1.122, 1.573, -0.751], [1.384, 1.235, -1.938], [2.516, 1.622, -0.616], [1.065, 2.568, -0.852], [0.288, -1.279, 2.002], [1.715, -2.223, 1.502], [0.206, -2.435, 0.660], [-2.135, -2.057, -1.055], [-1.828, -0.763, -2.001], [2.464, -0.456, -1.301]], "nbo_charge": [-0.34, -0.24, -0.13, -0.21, 0.73, -0.63, -0.73, -0.85, -0.56, 0.25, 0.24, 0.20, 0.21, 0.24, 0.22, 0.23, 0.26, 0.25, 0.28, 0.30, 0.38, 0.37, 0.53], "energy_ev": -11016.2184, "homo_lumo_gap_ha": 0.3322, "lumo_energy_ev": -4.4726, "total_charge": 1}



{"formula": "C19H24BrNSiV", "method": "wB97M-V/def2-TZVPD", "symbols": ["C", "C", "C", "H", "C", "C", "H", "H", "H", "H", "V", "Br", "C", "C", "C", "H", "C", "C", "H", "H", "H", "H", "C", "Si", "C", "C", "N", "C", "C", "C", "C", "C", "C", "H", "H", "H", "H", "H", "H", "H", "H", "H", "H", "H", "H", "H", "H"], "positions_angstrom": [[-1.151, -1.073, -1.191], [-1.830, -2.201, -0.616], [-2.876, -1.702, 0.253], [-1.539, -3.241, -0.747], [-2.775, -0.273, 0.209], [-1.745, 0.098, -0.682], [-1.397, 1.090, -0.991], [-0.353, -1.011, -1.932], [-3.621, -2.303, 0.788], [-3.402, 0.442, 0.735], [-1.012, -1.176, 0.951], [0.955, -2.739, 1.512], [2.563, 1.971, -0.139], [1.639, 2.520, -1.076], [1.627, 1.663, -2.208], [0.947, 3.338, -0.879], [2.582, 0.641, -2.013], [3.166, 0.825, -0.733], [3.797, 0.117, -0.212], [2.641, 2.259, 0.909], [0.907, 1.711, -3.006], [2.706, -0.219, -2.644], [2.815, -0.022, 3.290], [1.036, 0.602, 3.507], [0.507, -0.374, 5.068], [1.079, 2.393, 4.029], [-0.362, 0.304, 2.333], [-1.604, 0.739, 2.849], [-2.432, -0.210, 3.507], [-3.681, 0.147, 4.008], [-4.163, 1.450, 3.922], [-3.302, 2.413, 3.393], [-2.056, 2.087, 2.871], [3.295, -0.123, 4.284], [3.466, 0.642, 2.705], [2.855, -1.017, 2.828], [1.275, -0.379, 5.862], [-0.415, 0.050, 5.491], [0.301, -1.420, 4.795], [1.395, 3.083, 3.241], [0.084, 2.726, 4.343], [1.740, 2.601, 4.884], [-2.079, -1.247, 3.611], [-4.320, -0.619, 4.440], [-5.147, 1.707, 4.322], [-3.663, 3.429, 3.354], [-1.432, 2.864, 2.442]], "nbo_charge": [-0.34, -0.40, -0.40, 0.23, -0.37, -0.31, 0.26, 0.26, 0.22, 0.23, 0.99, -0.62, -0.36, -0.38, -0.38, 0.17, -0.37, -0.36, 0.18, 0.17, 0.17, 0.17, -1.13, 1.85, -1.14, -1.16, -1.17, 0.20, -0.29, -0.20, -0.30, -0.23, -0.23, 0.21, 0.24, 0.27, 0.20, 0.22, 0.24, 0.24, 0.23, 0.21, 0.22, 0.19, 0.19, 0.19, 0.21], "energy_ev": -125191.3781, "homo_lumo_gap_ha": [0.1870, 0.1862], "lumo_energy_ev": [4.8479, 4.8280], "total_charge": -2, "multiplicity": 4}



{"formula": "C53H42N4O3P2S4SrTe", "method": "wB97M-V/def2-TZVPD", "symbols": ["Sr", "C", "C", "N", "N", "C", "S", "S", "C", "C", "C", "C", "C", "C", "C", "C", "C", "C", "C", "C", "C", "O", "H", "H", "H", "H", "H", "H", "H", "H", "H", "H", "H", "H", "H", "H", "Te", "C", "C", "C", "N", "C", "C", "C", "P", "C", "C", "C", "C", "C", "C", "C", "C", "C", "C", "C", "C", "P", "C", "C", "C", "C", "C", "C", "C", "C", "C", "C", "C", "C", "H", "H", "H", "H", "H", "H", "H", "H", "H", "H", "H", "H", "H", "H", "H", "H", "H", "H", "H", "H", "H", "H", "H", "H", "O", "S", "O", "N", "C", "S", "C", "C", "C", "C", "C", "C", "H", "H", "H", "H"], "positions_angstrom": [[-0.179, -0.565, -0.526], [-1.916, 1.846, 1.919], [-2.022, 1.890, 0.419], [-0.965, 2.241, -0.229], [-1.207, 2.655, -1.551], [-0.429, 2.267, -2.488], [0.885, 1.142, -2.555], [-0.833, 3.089, -4.066], [-2.405, 2.257, -4.455], [-3.595, 3.170, -4.548], [-4.167, 3.465, -5.779], [-5.273, 4.301, -5.872], [-5.820, 4.849, -4.724], [-5.255, 4.555, -3.488], [-4.151, 3.729, -3.398], [-3.304, 1.538, -0.232], [-4.512, 2.107, 0.145], [-5.689, 1.771, -0.509], [-5.640, 0.832, -1.537], [-4.459, 0.214, -1.901], [-3.258, 0.532, -1.237], [-2.127, -0.039, -1.501], [-2.325, 2.774, 2.330], [-0.874, 1.779, 2.231], [-2.484, 1.018, 2.345], [-2.563, 1.512, -3.672], [-2.281, 1.721, -5.398], [-3.740, 3.030, -6.677], [-5.705, 4.520, -6.842], [-6.686, 5.497, -4.788], [-5.685, 4.966, -2.583], [-3.700, 3.501, -2.441], [-4.523, 2.841, 0.945], [-6.627, 2.235, -0.230], [-6.553, 0.569, -2.061], [-4.433, -0.541, -2.676], [4.486, -2.790, -0.168], [6.349, -2.866, 0.811], [7.530, -3.010, 0.092], [8.735, -3.037, 0.776], [8.850, -2.928, 2.097], [7.709, -2.788, 2.773], [6.453, -2.753, 2.193], [3.464, -1.642, 1.262], [1.755, -2.312, 1.314], [1.047, -1.677, 2.892], [-0.321, -1.452, 2.968], [-0.895, -1.012, 4.156], [-0.101, -0.781, 5.263], [1.270, -0.996, 5.192], [1.838, -1.438, 4.013], [1.935, -4.086, 1.709], [1.329, -5.026, 0.886], [1.484, -6.385, 1.132], [2.238, -6.811, 2.212], [2.836, -5.877, 3.050], [2.684, -4.526, 2.800], [3.213, -0.006, 0.431], [2.828, 1.185, 1.792], [2.012, 2.264, 1.473], [1.698, 3.224, 2.429], [2.199, 3.110, 3.714], [3.013, 2.031, 4.044], [3.320, 1.078, 3.090], [4.905, 0.597, 0.061], [5.956, 0.448, 0.965], [7.226, 0.901, 0.652], [7.457, 1.526, -0.568], [6.416, 1.689, -1.468], [5.146, 1.220, -1.156], [7.529, -3.071, -0.989], [9.663, -3.137, 0.220], [7.803, -2.696, 3.852], [5.561, -2.602, 2.789], [-0.985, -1.661, 2.127], [-1.967, -0.885, 4.204], [-0.549, -0.444, 6.191], [1.895, -0.810, 6.059], [2.907, -1.584, 3.929], [0.729, -4.689, 0.048], [1.004, -7.106, 0.483], [2.352, -7.871, 2.408], [3.419, -6.208, 3.901], [3.155, -3.800, 3.449], [1.597, 2.352, 0.474], [1.045, 4.045, 2.160], [1.946, 3.848, 4.466], [3.393, 1.927, 5.053], [3.934, 0.225, 3.345], [5.772, -0.058, 1.903], [8.037, 0.754, 1.356], [8.451, 1.880, -0.816], [6.589, 2.174, -2.421], [4.332, 1.334, -1.863], [-4.110, -5.098, 4.076], [-2.781, -4.881, 3.563], [-1.693, -4.879, 4.502], [-2.745, -3.537, 2.625], [-2.521, -3.812, 1.370], [-2.473, -2.686, 0.103], [-2.384, -5.289, 1.087], [-2.198, -5.933, -0.125], [-2.093, -7.316, -0.122], [-2.151, -8.039, 1.068], [-2.342, -7.392, 2.283], [-2.472, -6.018, 2.250], [-2.142, -5.343, -1.031], [-1.948, -7.841, -1.058], [-2.049, -9.117, 1.044], [-2.399, -7.939, 3.215]], "mulliken_charge": [1.24, -1.46, 0.18, 0.13, -0.35, 0.15, -0.31, -0.26, 0.04, 0.41, -0.53, -0.54, -0.41, -0.68, 0.05, -0.17, -0.32, -0.83, -0.48, -0.39, 0.46, -0.65, 0.36, 0.17, 0.46, -0.59, 0.56, 0.35, 0.35, 0.35, 0.39, 0.37, 0.36, 0.40, 0.40, 0.44, 0.30, 0.17, -0.48, -0.30, -0.71, -0.49, 0.20, -1.14, 0.64, 1.81, 0.05, -0.92, -0.95, -0.70, -0.11, 0.21, -0.38, -0.49, -0.57, -0.85, -0.22, 0.73, 0.84, -0.81, -0.49, -0.63, -0.59, -0.04, 0.34, -0.19, -0.70, -0.62, -0.42, -0.69, 0.33, 0.35, 0.35, 0.22, -0.55, 0.62, 0.36, 0.42, 0.02, 0.25, 0.41, 0.37, 0.42, 0.16, 0.49, 0.45, 0.35, 0.40, 0.13, 0.24, 0.42, 0.35, 0.41, 0.38, -0.73, 1.19, -0.65, -0.46, 0.61, -0.43, 0.03, -0.31, -0.70, -0.41, -0.71, 0.13, 0.46, 0.37, 0.38, 0.43], "energy_ev": -137796.6617, "homo_lumo_gap_ha": 0.2217, "lumo_energy_ev": 3.6553, "total_charge": -2}



{"formula": "C20H20N2O2", "method": "wB97M-V/def2-TZVPD", "symbols": ["C", "C", "C", "C", "C", "C", "C", "C", "N", "C", "O", "C", "C", "N", "C", "C", "C", "C", "C", "C", "C", "C", "C", "O", "H", "H", "H", "H", "H", "H", "H", "H", "H", "H", "H", "H", "H", "H", "H", "H", "H", "H", "H", "H"], "positions_angstrom": [[2.970, 2.387, -1.486], [3.556, 1.911, -0.155], [3.745, 0.422, -0.170], [4.964, -0.133, -0.541], [5.138, -1.502, -0.618], [4.085, -2.353, -0.327], [2.864, -1.825, 0.049], [2.701, -0.451, 0.125], [1.425, 0.058, 0.520], [1.166, 0.525, 1.797], [1.981, 0.598, 2.675], [-0.295, 0.908, 1.857], [-0.856, 0.640, 0.451], [-1.982, -0.242, 0.443], [-1.818, -1.689, 0.463], [-3.245, -2.254, 0.370], [-4.064, -1.049, -0.002], [-5.395, -0.958, -0.331], [-5.935, 0.295, -0.607], [-5.141, 1.425, -0.539], [-3.796, 1.344, -0.203], [-3.259, 0.095, 0.057], [0.337, 0.066, -0.324], [0.340, -0.318, -1.462], [2.027, 1.888, -1.697], [2.799, 3.461, -1.463], [3.657, 2.163, -2.299], [2.896, 2.201, 0.665], [4.520, 2.396, 0.008], [5.788, 0.526, -0.773], [6.096, -1.907, -0.908], [4.214, -3.423, -0.388], [2.031, -2.472, 0.282], [-0.389, 1.948, 2.170], [-0.798, 0.296, 2.607], [-1.148, 1.572, -0.044], [-1.306, -1.997, 1.382], [-1.215, -2.017, -0.393], [-3.321, -3.048, -0.373], [-3.579, -2.658, 1.329], [-6.011, -1.844, -0.375], [-6.977, 0.383, -0.872], [-5.571, 2.393, -0.750], [-3.200, 2.242, -0.150]], "nbo_charge": [-0.60, -0.42, 0.01, -0.20, -0.19, -0.21, -0.18, 0.12, -0.50, 0.71, -0.55, -0.51, -0.13, -0.43, -0.21, -0.42, -0.09, -0.17, -0.26, -0.19, -0.30, 0.26, 0.71, -0.56, 0.21, 0.21, 0.21, 0.21, 0.21, 0.21, 0.22, 0.22, 0.22, 0.25, 0.25, 0.24, 0.19, 0.20, 0.22, 0.22, 0.21, 0.21, 0.21, 0.20], "smiles": "CCc1ccccc1N1C(=O)C[C@H](N2CCc3ccccc32)C1=O", "energy_ev": -28141.1044, "homo_lumo_gap_ha": 0.3040, "lumo_energy_ev": 0.6835}



Number 1: F_max 0.7 eV Å⁻¹. Number 2: F_max 5.4 eV Å⁻¹. Number 3: F_max 1.1 eV Å⁻¹. Number 4: F_max 0.6 eV Å⁻¹.